The following is a quantum chemistry calculation of a 2-piece molecular cluster, C14H16O overall at a distorted geometry, from OMol25.

```
31
Properties=species:S:1:pos:R:3:forces:R:3
C -0.106 1.709 -2.658 -3.972 -2.403 -1.673
C 0.210 2.241 -1.348 1.659 1.516 1.483
C 0.089 3.561 -0.878 0.893 -1.041 2.485
C 0.485 3.958 0.449 -0.415 -2.246 -2.669
C 1.025 2.952 1.253 -2.149 3.255 0.954
O 1.020 3.431 2.601 3.814 -1.597 -0.038
C 1.092 1.663 0.846 0.353 0.097 -1.843
C 0.814 1.333 -0.504 -0.720 -1.245 2.487
H 0.710 1.100 -2.986 0.561 -0.104 -0.609
H -0.547 2.294 -3.524 0.803 -0.167 1.393
H -0.957 0.854 -2.445 1.759 1.967 -0.743
H -0.477 4.177 -1.466 -1.063 1.953 -1.418
H 0.228 4.880 0.936 0.071 0.409 -0.336
H 2.010 3.351 2.864 -2.558 0.270 -0.107
H 1.331 0.959 1.573 0.464 -1.498 0.903
H 0.731 0.241 -0.691 0.493 0.808 -0.304
C -2.079 -1.509 -0.663 -2.691 2.446 0.938
C -1.135 -2.325 0.143 1.002 -0.243 -1.163
C -1.176 -2.681 1.475 0.880 -0.159 -1.616
C -0.048 -3.272 2.030 -0.628 -0.420 2.967
C 1.116 -3.488 1.366 -1.134 -0.405 -1.698
C 1.057 -3.239 -0.013 3.838 -0.522 1.425
C -0.022 -2.716 -0.596 -1.289 1.931 -3.283
H -2.469 -0.653 -0.017 -0.184 -1.360 -0.097
H -3.015 -2.099 -1.008 1.700 1.182 0.017
H -1.608 -0.741 -1.371 -0.343 -2.162 0.082
H -2.114 -2.632 1.915 -1.262 0.432 1.552
H -0.073 -3.551 3.100 -0.224 0.120 -0.616
H 1.943 -4.071 1.719 0.316 0.311 0.630
H 2.088 -3.319 -0.381 -0.842 -0.254 -1.225
H -0.123 -2.407 -1.721 0.863 -0.874 2.122
```
Positions in Å, forces in eV/Å.

Properties
energy relative to the best compared isomer or geometry (same formula, charge and spin): 69.2 kcal/mol
HOMO energy: -8.776 eV
energy: -16822.235 eV

***

The following is a quantum chemistry calculation of one molecule with the formula C3H3ClIN at a distorted geometry, from OMol25.

```
9
Properties=species:S:1:pos:R:3:forces:R:3
N 1.537 1.750 0.768 1.070 0.864 0.415
C 0.607 1.299 0.295 -0.152 -0.377 0.921
C -0.486 0.504 -0.204 0.046 0.888 0.023
Cl -0.476 1.026 -1.901 -0.791 -0.283 -0.937
C -0.092 -0.922 -0.050 0.766 -3.014 -2.203
I 0.067 -1.621 1.896 0.003 -0.067 0.974
H -1.394 0.827 0.313 -0.138 -0.382 -0.369
H -0.661 -1.750 -0.578 -0.267 1.674 0.534
H 0.897 -1.114 -0.538 -0.537 0.696 0.643
```
Positions in Å, forces in eV/Å.

Properties
energy relative to the best compared isomer or geometry (same formula, charge and spin): 7.2 kcal/mol
HOMO energy: -9.934 eV
energy: -25271.800 eV

***

The following is a quantum chemistry calculation of C7H13NO as an isolated structure at a distorted geometry, from OMol25.

```
22
Properties=species:S:1:pos:R:3:forces:R:3
C 0.234 0.974 0.357 -1.098 -0.546 -0.704
C -0.811 0.261 -2.118 0.330 -0.544 -0.127
C -0.442 1.872 1.351 -0.001 -0.033 0.028
C -0.272 -1.061 1.794 -0.138 0.118 -0.196
C -1.052 -0.152 -0.690 -0.044 1.995 0.576
C 0.346 -0.442 0.564 0.301 -1.250 -0.385
N 1.941 -0.894 -1.231 0.087 0.180 -0.454
C 0.991 -1.313 -0.318 -0.167 0.492 0.890
O -2.136 -0.435 -0.243 0.553 -0.179 0.197
H 0.881 1.434 -0.381 -0.010 0.001 0.005
H 2.446 -0.047 -1.000 -0.025 -0.185 0.029
H 2.516 -1.610 -1.646 -0.073 0.105 0.065
H 0.862 -2.378 -0.188 0.022 -0.010 0.010
H -1.173 1.281 -2.261 0.008 -0.099 0.210
H 0.236 0.211 -2.398 -0.006 -0.013 -0.035
H -1.402 -0.399 -2.759 0.064 0.019 0.013
H -1.499 1.613 1.478 0.042 -0.044 -0.083
H 0.014 1.825 2.345 0.020 0.044 -0.014
H -0.400 2.907 1.011 0.011 -0.017 0.035
H -0.481 -2.117 1.638 0.145 -0.064 0.027
H 0.416 -0.935 2.633 0.034 -0.087 -0.014
H -1.214 -0.593 2.063 -0.055 0.116 -0.073
```
Positions in Å, forces in eV/Å.

Properties
energy relative to the best compared isomer or geometry (same formula, charge and spin): 72.3 kcal/mol
HOMO energy: -6.517 eV
energy: -11004.619 eV

***

The following is a quantum chemistry calculation of a 2-piece molecular cluster, C4H12N2 overall at a distorted geometry, from OMol25.

```
18
Properties=species:S:1:pos:R:3:forces:R:3
C -0.547 -3.331 -1.210 1.640 0.368 -0.598
C -0.606 -2.004 -1.203 -0.732 2.250 -0.159
N -1.507 -1.260 -0.414 0.449 -1.070 0.383
H -1.015 -4.025 -0.563 -1.057 -0.074 0.656
H 0.252 -3.802 -1.745 0.309 -0.012 -0.489
H 0.002 -1.245 -1.794 -0.391 -1.780 0.406
H -2.173 -1.845 0.068 -0.180 0.401 -0.003
H -1.844 -0.366 -0.719 -0.016 -0.068 -0.222
C 0.205 2.701 1.716 -0.418 -0.164 0.796
C 1.368 2.121 0.933 1.249 -1.141 0.577
N 1.155 1.197 -0.160 -1.560 -1.230 -1.215
H 0.146 3.774 1.698 0.455 0.645 0.132
H -0.820 2.442 1.419 0.426 -0.652 -0.147
H 0.394 2.355 2.749 -0.755 0.508 -0.289
H 2.068 2.838 0.515 -0.270 0.649 0.143
H 1.998 1.591 1.702 -0.431 0.245 -0.917
H 0.695 0.298 0.043 0.736 0.307 1.008
H 0.419 1.517 -0.795 0.548 0.819 -0.063
```
Positions in Å, forces in eV/Å.

Properties
energy relative to the best compared isomer or geometry (same formula, charge and spin): 40.1 kcal/mol
HOMO energy: -8.441 eV
energy: -7321.290 eV

***

The following is a quantum chemistry calculation of one molecule with the formula C20H30ClN3O3, from OMol25.

```
57
Properties=species:S:1:pos:R:3:forces:R:3
C -2.512 -2.289 -4.595 -0.001 0.003 0.001
C -2.058 -1.876 -3.200 -0.006 -0.012 -0.006
C -0.542 -1.937 -3.002 -0.008 0.003 0.016
C -0.041 -3.380 -2.992 0.005 -0.003 -0.003
C -0.138 -1.211 -1.711 0.004 -0.029 -0.014
C 1.372 -1.304 -1.430 -0.019 0.029 -0.005
C 1.781 -0.306 -0.363 0.072 -0.026 0.009
O 2.212 0.801 -0.666 -0.046 0.012 -0.004
N 1.568 -0.704 0.910 -0.007 0.007 0.002
C 1.963 0.047 2.110 0.012 0.006 -0.037
C 3.477 0.170 2.164 0.011 0.004 0.024
O 4.049 -1.138 2.122 -0.041 -0.015 0.044
C 1.244 1.399 2.188 -0.008 0.004 0.001
C -0.200 1.049 2.577 0.004 -0.006 0.000
C -0.131 -0.318 3.304 -0.007 0.006 0.002
C -0.739 -0.303 4.699 -0.011 0.002 -0.001
C 1.363 -0.681 3.314 -0.003 -0.013 -0.003
N -0.519 0.196 -1.736 0.013 0.005 0.015
C -1.502 0.684 -0.938 0.040 -0.030 0.058
O -2.316 -0.025 -0.370 -0.013 0.014 -0.023
C -1.534 2.176 -0.778 -0.014 0.008 -0.012
C -2.758 2.784 -0.519 -0.005 0.011 -0.016
N -2.898 4.090 -0.322 0.002 -0.002 0.006
C -1.805 4.845 -0.353 -0.006 0.002 0.005
C -0.542 4.320 -0.586 -0.004 -0.012 0.001
Cl 0.839 5.366 -0.577 0.004 0.004 0.001
C -0.392 2.964 -0.809 0.003 0.001 0.000
H -3.592 -2.179 -4.698 0.001 0.001 -0.001
H -2.041 -1.663 -5.357 0.000 -0.002 -0.002
H -2.269 -3.328 -4.821 0.002 0.000 0.002
H -2.404 -0.860 -3.002 0.004 0.004 -0.003
H -2.537 -2.509 -2.445 0.002 0.003 0.005
H -0.064 -1.404 -3.836 0.003 0.004 -0.001
H -0.386 -3.897 -2.092 -0.005 0.003 -0.001
H -0.418 -3.931 -3.852 0.002 0.002 -0.002
H 1.047 -3.442 -3.023 -0.001 0.001 0.003
H -0.693 -1.653 -0.879 0.000 0.002 -0.002
H 1.633 -2.321 -1.138 -0.003 0.000 0.008
H 1.938 -1.054 -2.329 -0.010 0.005 0.000
H 1.369 -1.681 1.050 -0.016 0.001 -0.006
H 3.830 0.759 1.314 -0.004 -0.001 0.001
H 3.750 0.690 3.087 -0.006 -0.005 0.006
H 4.792 -1.177 2.727 0.029 0.018 -0.044
H 1.723 1.978 2.983 -0.004 0.004 -0.002
H 1.329 1.974 1.269 0.012 -0.012 -0.010
H -0.640 1.822 3.209 0.006 -0.008 0.016
H -0.833 0.968 1.694 -0.009 0.009 -0.001
H -0.671 -1.055 2.704 0.008 -0.004 -0.003
H -0.250 0.450 5.322 0.003 0.001 -0.001
H -1.803 -0.067 4.662 0.000 0.001 0.000
H -0.627 -1.271 5.193 0.000 0.001 -0.001
H 1.554 -1.756 3.298 0.006 0.001 -0.003
H 1.837 -0.285 4.217 -0.002 0.006 0.000
H 0.168 0.846 -2.086 -0.002 0.000 -0.018
H -3.653 2.176 -0.472 0.005 -0.006 0.004
H -1.929 5.907 -0.180 0.005 -0.001 -0.003
H 0.597 2.544 -0.958 0.004 0.000 -0.005
```
Positions in Å, forces in eV/Å.

Properties
energy relative to the best compared isomer or geometry (same formula, charge and spin): 1.4 kcal/mol
HOMO energy: -9.493 eV
energy: -44364.145 eV

***

The following is a quantum chemistry calculation of C5H11NO2 as an isolated structure at a distorted geometry, from OMol25.

```
19
Properties=species:S:1:pos:R:3:forces:R:3
C 0.509 0.473 0.368 3.124 1.462 0.202
C -0.932 -1.858 -0.014 0.755 -1.372 -1.292
C -0.307 1.599 -0.199 -0.164 -0.237 -0.156
C -2.165 -1.308 -0.631 0.001 0.352 0.122
C 2.050 0.808 0.726 -1.997 1.649 2.402
O 1.366 -0.169 -0.548 -1.314 -4.129 -2.155
O 0.059 -2.201 -0.729 -1.615 0.389 1.270
N 2.541 1.953 0.466 -0.277 0.177 0.141
H 0.940 -1.347 -0.719 1.076 2.698 0.112
H 0.109 -0.096 1.207 -0.283 -0.513 -0.172
H -0.994 -2.222 1.019 0.253 0.263 0.063
H 3.337 2.177 1.055 0.417 -0.442 -0.535
H 2.451 0.090 1.445 0.042 -0.123 -0.296
H -0.980 1.996 0.558 -0.131 0.037 -0.037
H 0.333 2.405 -0.560 0.212 -0.113 0.244
H -0.872 1.267 -1.073 -0.203 -0.049 0.095
H -2.761 -2.132 -1.042 0.179 -0.023 0.028
H -2.779 -0.806 0.116 0.011 0.069 -0.065
H -1.905 -0.629 -1.445 -0.087 -0.095 0.030
```
Positions in Å, forces in eV/Å.

Properties
energy relative to the best compared isomer or geometry (same formula, charge and spin): 122.2 kcal/mol
HOMO energy (alpha / beta): -7.666 / -7.667 eV
energy: -10943.969 eV